{"formula": "C3H6O2S", "method": "ωB97M-V/def2-TZVPD", "total_charge": 0, "total_energy_ev": -18136.1688, "e_above_lowest_kcal_mol": 64.1, "spin_multiplicity": 1, "homo_ev": [-8.8736, -8.8743], "orbital_gap_ha": [0.302, 0.302], "lumo_energy_ev": [-0.651, -0.650], "species": ["C", "C", "C", "O", "O", "S", "H", "H", "H", "H", "H", "H"], "xyz": [[-0.6110, -0.2640, -0.0675], [0.4571, -1.2187, -0.3638], [-0.4637, 1.1863, -0.1198], [-3.1204, 0.1899, 0.6131], [-1.4158, 1.8061, -0.9738], [-2.1893, -0.9371, 0.2814], [0.5490, -1.8923, 0.5339], [0.1442, -1.9101, -1.1616], [1.3750, -0.5172, -0.4536], [0.5022, 1.4653, -0.5663], [-0.6517, 1.5927, 0.9365], [-2.1896, 1.7028, -0.5246]]}

***

{"formula": "C10H24NO2P", "method": "ωB97M-V/def2-TZVPD", "total_charge": 0, "total_energy_ev": -25631.2780, "e_above_lowest_kcal_mol": 1.9, "spin_multiplicity": 1, "homo_ev": -8.0386, "orbital_gap_ha": 0.331, "smiles": "CCP(CC)[C@@H](COCCNC)OC", "lumo_energy_ev": 0.956, "species": ["C", "C", "P", "C", "C", "C", "C", "O", "C", "C", "N", "C", "O", "C", "H", "H", "H", "H", "H", "H", "H", "H", "H", "H", "H", "H", "H", "H", "H", "H", "H", "H", "H", "H", "H", "H", "H", "H"], "xyz": [[4.3856, 1.2533, 1.2688], [3.3534, 0.1384, 1.0115], [1.7729, 0.8359, 0.3808], [1.9714, 0.8633, -1.4554], [1.4000, -0.2937, -2.2812], [0.4881, -0.4419, 0.7964], [-0.9290, 0.1375, 0.6580], [-1.4633, -0.1623, -0.6087], [-2.2003, 0.8847, -1.2048], [-3.4201, 1.3436, -0.4336], [-4.5082, 0.3690, -0.4954], [-4.4080, -0.6616, 0.5400], [0.5504, -1.6906, 0.1249], [1.1794, -2.7088, 0.8661], [3.8951, 2.2266, 1.2951], [5.1371, 1.2876, 0.4834], [4.8780, 1.1163, 2.2289], [3.1212, -0.3738, 1.9461], [3.7899, -0.6083, 0.3451], [1.5186, 1.7975, -1.7879], [3.0421, 0.9423, -1.6584], [1.4683, -0.0532, -3.3430], [0.3582, -0.4761, -2.0398], [1.9342, -1.2220, -2.0897], [0.6501, -0.6193, 1.8675], [-1.5666, -0.2846, 1.4420], [-0.8748, 1.2171, 0.8218], [-2.5576, 0.4898, -2.1550], [-1.5499, 1.7424, -1.4203], [-3.7668, 2.2601, -0.9146], [-3.1673, 1.6103, 0.6025], [-5.3681, 0.8768, -0.3338], [-3.5645, -1.3119, 0.3161], [-4.2551, -0.2376, 1.5405], [-5.3150, -1.2609, 0.5350], [0.9906, -3.6482, 0.3520], [0.7682, -2.7835, 1.8772], [2.2615, -2.5544, 0.9219]]}

***

> Number 1 is which compound?

C3H6O2S